1.
8
Properties=species:S:1:pos:R:3:forces:R:3:nbo_charge:R:1 method="wB97M-V/def2-TZVPD" largest_force_ev_per_a=0.44 spin_multiplicity=1 lumo_energy_ev="-1.656 / -1.644" relative_energy_kj_mol=156.76 e_tot_ev=-24817.6504 gap_ev="7.3 / 7.3"
O -2.5455 0.8693 -0.0874 0.14 0.17 -0.02 -0.69
S -3.5683 -0.1840 0.0571 -0.15 -0.18 0.01 0.69
C 0.8634 0.3097 0.2475 0.00 -0.41 0.17 -0.72
S 1.0758 -1.4942 0.0414 -0.09 0.06 -0.04 -0.07
H -0.1732 0.5016 0.5150 0.09 0.07 -0.05 0.23
H 1.0989 0.8042 -0.6856 -0.02 0.14 -0.04 0.22
H 1.5262 0.6450 1.0392 0.00 0.17 -0.04 0.21
H 1.7227 -1.4515 -1.1271 0.03 -0.03 0.00 0.12


2.
14
Properties=species:S:1:pos:R:3:forces:R:3:nbo_charge:R:1 method="wB97M-V/def2-TZVPD" largest_force_ev_per_a=5.70 spin_multiplicity=1 lumo_energy_ev=0.871 relative_energy_kj_mol=85.99 e_tot_ev=-19867.0612 gap_ev=10.9
C -1.4091 -1.0811 -1.0732 -3.28 0.45 -0.91 -0.40
C -0.1885 -0.6899 -1.0631 3.10 1.72 -0.15 -0.18
C 0.2631 0.7056 -0.6792 1.35 -1.04 -0.05 -0.44
C 1.1674 0.5927 0.5908 -4.79 -2.15 2.23 -0.46
C 0.1290 0.4411 1.8347 -0.42 1.92 -1.37 0.55
O -0.6899 1.2680 2.1382 1.31 -1.24 -0.18 -0.51
Cl 0.1173 -1.1671 2.5702 0.11 -0.04 0.16 -0.07
H -1.6463 -2.0536 -1.5324 -0.37 0.52 0.74 0.22
H -2.1752 -0.2500 -0.8948 0.62 -1.77 -0.10 0.20
H 0.6294 -1.3218 -1.3509 0.23 -0.60 -0.08 0.19
H 1.0587 1.1212 -1.3445 -1.28 -0.27 -0.47 0.22
H -0.6531 1.3174 -0.6378 0.87 0.33 0.48 0.23
H 1.6987 -0.3317 0.7228 0.78 -0.13 -0.89 0.23
H 1.6986 1.4492 0.7192 1.76 2.31 0.59 0.22


3.
14
Properties=species:S:1:pos:R:3:forces:R:3:nbo_charge:R:1 method="wB97M-V/def2-TZVPD" largest_force_ev_per_a=9.13 spin_multiplicity=1 lumo_energy_ev=0.906 relative_energy_kj_mol=429.47 e_tot_ev=-10408.9582 gap_ev=9.0
C -1.0767 -0.5243 -3.3574 8.41 -3.25 1.44 -0.41
C -0.2553 -0.6249 -2.2039 -2.63 -1.18 -0.88 0.12
O -0.7918 -0.1636 -0.8361 2.22 -0.37 -0.96 -0.53
C -0.0025 0.0259 0.3506 -1.90 2.54 -1.87 0.57
C 1.0333 -0.5720 0.9250 -0.02 -3.26 -2.28 -0.39
C 1.2982 -0.1677 2.2126 -3.19 3.87 2.98 -0.30
C 0.3757 1.0419 2.3018 1.27 -3.31 -1.11 0.07
O -0.3989 1.1083 1.1168 1.47 -1.21 0.71 -0.42
H -1.8070 0.1126 -3.3952 -4.43 3.32 -0.26 0.19
H -0.5537 -0.8722 -4.4036 -1.54 0.63 3.01 0.22
H 0.5300 -1.4507 -2.2790 -0.68 1.67 0.93 0.20
H 1.3585 -1.4222 0.3620 0.76 -0.63 0.38 0.22
H 1.6472 -0.8405 3.0937 -0.06 1.91 -1.85 0.26
H 0.1146 1.8421 3.0044 0.33 -0.74 -0.24 0.21


4.
15
Properties=species:S:1:pos:R:3:forces:R:3:nbo_charge:R:1 method="wB97M-V/def2-TZVPD" largest_force_ev_per_a=1.48 spin_multiplicity=1 lumo_energy_ev=0.610 relative_energy_kj_mol=55.21 e_tot_ev=-78342.3370 gap_ev=11.6
Cl -0.4335 1.8229 2.0409 0.08 0.64 -0.26 -0.06
C 0.5121 3.2554 1.4442 -1.15 -0.21 0.59 -0.36
Cl -0.5267 4.5826 0.7740 0.55 -0.96 0.07 -0.04
H 0.9290 3.6967 2.3495 0.46 -0.27 -0.51 0.23
H 1.1710 2.7967 0.7069 0.06 0.80 0.11 0.23
Cl 1.7282 0.8301 -7.6358 0.93 -0.22 0.03 -0.01
C 0.5804 1.9150 -6.8970 -1.31 -0.35 -0.60 -0.42
Cl 0.1199 1.4790 -5.2533 0.33 0.12 0.37 -0.02
H 0.8853 2.9588 -6.9719 0.06 -0.31 0.14 0.23
H -0.3144 1.6802 -7.4734 0.00 0.76 0.07 0.22
Cl -2.1480 -5.1969 4.1465 0.94 -0.22 0.71 -0.05
C -0.8008 -4.9939 5.3572 -0.20 1.32 -0.58 -0.39
Cl -1.2046 -5.5251 6.9750 -0.04 -0.36 -0.03 0.00
H 0.1571 -5.3857 5.0151 -0.52 -0.62 -0.09 0.22
H -0.6549 -3.9157 5.4221 -0.19 -0.12 -0.02 0.22


5.
18
Properties=species:S:1:pos:R:3:forces:R:3:nbo_charge:R:1 method="wB97M-V/def2-TZVPD" largest_force_ev_per_a=0.35 spin_multiplicity=1 lumo_energy_ev=1.084 relative_energy_kj_mol=215.54 e_tot_ev=-8899.4634 gap_ev=10.5
C -1.7356 -0.7637 -0.8185 0.03 -0.03 -0.02 -0.61
C -1.2172 0.3214 0.1244 -0.01 0.05 0.03 -0.40
C 0.2825 0.6235 -0.0400 -0.08 0.06 -0.08 -0.05
C 0.7070 1.8431 0.7799 -0.01 -0.01 0.00 -0.60
N 1.0896 -0.5214 0.3584 -0.05 -0.17 -0.23 -0.62
C 1.5263 -1.5097 -0.3619 -0.16 0.31 0.03 0.46
O 2.1067 -2.3622 0.4025 -0.03 0.09 0.14 -0.68
H -1.5777 -0.4846 -1.8685 -0.01 -0.03 0.17 0.20
H -1.2319 -1.7219 -0.6458 -0.08 0.15 -0.01 0.21
H -2.8097 -0.9293 -0.6792 0.19 0.04 -0.01 0.22
H -1.7771 1.2512 -0.0463 0.12 -0.13 0.02 0.20
H -1.3991 0.0313 1.1682 0.05 0.05 -0.14 0.20
H 0.4750 0.8277 -1.1060 -0.03 -0.03 0.15 0.18
H 0.1382 2.7323 0.4841 0.08 -0.18 0.03 0.21
H 0.5292 1.6615 1.8463 0.02 0.01 -0.16 0.21
H 1.7734 2.0521 0.6447 -0.18 -0.05 0.01 0.22
H 1.6798 -1.4084 1.1998 0.10 -0.17 -0.08 0.48
H 1.4405 -1.6430 -1.4422 0.03 0.05 0.15 0.17


6.
82
Properties=species:S:1:pos:R:3:forces:R:3:lowdin_charge:R:1 method="wB97M-V/def2-TZVPD" charge=+1 largest_force_ev_per_a=0.69 spin_multiplicity=1 lumo_energy_ev=-2.433 relative_energy_kj_mol=0.00 e_tot_ev=-88652.0509 gap_ev=7.8
Pb -0.7341 -0.5423 0.4934 -0.10 -0.03 0.01 1.11
Cl 1.5368 -0.6295 3.1354 0.11 -0.01 0.12 0.49
C 3.0830 -0.1293 2.4217 -0.05 -0.13 0.01 -0.96
Cl 2.9686 0.0869 0.6702 -0.03 0.05 -0.03 0.52
H 3.8050 -0.9096 2.6205 0.04 -0.03 0.01 0.03
H 3.3756 0.8089 2.8727 -0.02 0.08 -0.01 0.03
C 1.2103 0.3629 -2.8231 -0.05 -0.03 0.09 -0.24
P -0.4941 -0.0063 -2.2552 0.30 -0.07 -0.62 0.93
C -1.3295 1.6051 -2.6458 -0.08 -0.04 0.12 -0.39
N -2.1151 1.6533 -3.6843 -0.05 -0.29 -0.04 0.14
C -2.7679 2.8085 -3.9567 0.00 0.12 0.08 -0.20
C -3.6148 2.8930 -5.0856 -0.01 -0.03 -0.02 -0.01
C -4.2868 4.0537 -5.3339 -0.02 -0.02 -0.04 -0.06
C -4.1482 5.1711 -4.4754 0.02 0.01 0.04 -0.06
C -3.3250 5.1184 -3.3882 -0.04 0.06 -0.04 -0.01
C -2.6094 3.9304 -3.1162 0.04 -0.12 -0.03 -0.20
N -1.7557 3.8775 -2.0643 0.03 0.02 0.08 0.15
C -1.1242 2.7589 -1.8148 0.00 0.11 0.00 -0.40
P 0.1253 2.7274 -0.4459 0.03 0.10 0.09 0.97
C 1.2361 4.0446 -1.1015 -0.07 -0.13 0.05 -0.25
C -0.6949 3.5663 1.0278 0.04 -0.03 -0.14 -0.73
C -2.0532 2.9077 1.2737 0.00 -0.01 -0.02 -0.11
C -0.8628 5.0811 0.8971 -0.02 -0.08 0.01 -0.09
C 0.2398 3.2528 2.2030 0.01 -0.03 0.01 -0.12
C -1.0792 -1.3643 -3.4224 -0.12 0.22 0.09 -0.69
C -1.1406 -0.9952 -4.9058 0.09 0.00 0.04 -0.08
C -0.0666 -2.5005 -3.2509 0.03 -0.03 0.05 -0.10
C -2.4585 -1.8201 -2.9326 0.04 0.07 0.00 -0.10
H 1.2161 0.6187 -3.8827 0.01 -0.02 -0.01 0.06
H 1.8627 -0.4924 -2.6488 -0.01 0.02 -0.01 0.04
H 1.5888 1.2088 -2.2489 0.02 -0.04 -0.02 0.00
H -3.7081 2.0276 -5.7296 -0.01 0.02 0.04 0.12
H -4.9360 4.1277 -6.1970 0.01 0.00 0.02 0.11
H -4.7021 6.0755 -4.6910 0.02 -0.01 0.00 0.11
H -3.1979 5.9654 -2.7262 0.02 -0.04 0.00 0.12
H 0.6559 4.8961 -1.4536 0.03 0.04 0.00 0.04
H 1.8252 3.6412 -1.9263 -0.01 0.02 -0.01 0.03
H 1.9266 4.3632 -0.3200 0.00 -0.01 -0.01 0.04
H -2.7391 3.0676 0.4412 -0.01 0.00 0.01 0.08
H -2.5083 3.3323 2.1727 0.02 -0.01 0.00 0.09
H -1.9513 1.8297 1.4320 -0.06 0.13 0.02 0.00
H -1.4355 5.3380 0.0094 -0.02 0.04 -0.03 0.06
H 0.0998 5.5942 0.8587 -0.03 -0.02 -0.02 0.08
H -1.4001 5.4539 1.7743 0.03 0.00 -0.01 0.09
H 0.3291 2.1730 2.3557 0.02 0.04 0.02 0.04
H -0.1533 3.6970 3.1216 0.01 0.01 -0.02 0.09
H 1.2420 3.6598 2.0381 -0.03 -0.01 0.03 0.08
H -0.1840 -0.6130 -5.2687 -0.02 -0.02 -0.01 0.08
H -1.9051 -0.2568 -5.1071 -0.07 0.06 -0.02 0.05
H -1.3689 -1.9048 -5.4703 0.04 0.03 0.02 0.09
H 0.8882 -2.2632 -3.7230 -0.02 -0.03 0.01 0.08
H -0.4601 -3.3984 -3.7334 -0.01 0.02 -0.01 0.10
H 0.1077 -2.7404 -2.2026 0.01 -0.04 0.01 0.04
H -3.1833 -1.0066 -2.9802 0.00 -0.04 0.01 0.08
H -2.4049 -2.1768 -1.8991 -0.02 -0.01 -0.05 0.05
H -2.8155 -2.6417 -3.5585 0.04 0.00 -0.01 0.09
C -2.2848 -2.6594 3.1323 0.18 0.12 0.11 0.00
N -3.0891 -3.6608 2.3737 0.11 0.02 0.01 -0.15
C -3.0420 -4.9858 3.0462 -0.03 -0.11 0.02 0.01
C -2.7077 -3.7387 0.8958 0.12 -0.03 -0.20 -0.09
C -1.2471 -3.9896 0.6401 -0.06 -0.01 0.01 -0.28
C -0.7983 -5.3132 0.6107 0.03 -0.01 -0.04 -0.06
C 0.5339 -5.6074 0.3683 -0.05 0.05 0.02 -0.07
C 1.4205 -4.5642 0.1431 0.02 -0.06 -0.02 -0.07
C 0.9596 -3.2551 0.1387 0.09 0.23 0.08 -0.18
C -0.3768 -2.9195 0.3769 -0.20 0.02 0.03 -0.29
H -2.5910 -2.6790 4.1754 -0.04 -0.07 -0.01 0.11
H -2.4650 -1.6741 2.7138 -0.02 -0.15 0.11 0.05
H -1.2325 -2.9214 3.0471 -0.03 -0.10 0.00 0.10
H -4.0541 -3.3305 2.3789 -0.01 0.04 0.02 0.18
H -2.0223 -5.3578 3.0064 0.03 0.04 -0.01 0.10
H -3.7069 -5.6789 2.5364 0.00 0.04 -0.05 0.11
H -3.3507 -4.8755 4.0827 -0.02 0.05 -0.02 0.11
H -3.0059 -2.7845 0.4777 -0.06 0.00 0.02 0.08
H -3.3284 -4.5264 0.4691 -0.04 -0.04 0.10 0.14
H -1.5023 -6.1287 0.7496 0.01 0.03 0.01 0.11
H 0.8709 -6.6353 0.3443 0.00 0.02 0.00 0.11
H 2.4668 -4.7741 -0.0468 -0.04 0.02 -0.01 0.11
H 1.6814 -2.4649 -0.0677 -0.03 -0.06 0.02 0.06
O -3.2271 -0.7775 1.1341 -0.13 -0.01 -0.06 -0.31
N -3.7684 -0.1136 0.2093 0.11 0.08 -0.05 -0.18
O -2.9778 0.2345 -0.6701 -0.03 -0.01 0.09 -0.24